i.
14
Properties=species:S:1:pos:R:3 method="wB97M-V/def2-TZVPD" smiles="C=N.CSC" homo_energy_ha=-0.319 lumo_energy_ev=0.8494
C -0.332 -2.654 2.074
N -1.210 -2.173 1.304
H -0.527 -3.591 2.599
H 0.583 -2.122 2.358
H -0.933 -1.247 0.971
C 0.264 1.615 0.309
S -0.359 2.310 -1.252
C 0.200 1.055 -2.422
H 0.197 0.568 0.612
H 1.339 1.812 0.384
H -0.185 2.148 1.147
H 1.282 1.073 -2.544
H -0.262 1.179 -3.399
H -0.056 0.029 -2.141

=====

ii.
14
Properties=species:S:1:pos:R:3 method="wB97M-V/def2-TZVPD" smiles=NCCCS homo_energy_ha=-0.323 lumo_energy_ev=0.9900
C 0.056 0.332 -0.975
C -0.411 -0.374 0.287
C 0.020 0.238 1.626
S 1.739 0.866 1.684
N -0.433 -0.356 -2.163
H 1.144 0.373 -0.973
H -0.284 1.377 -0.950
H -1.506 -0.418 0.278
H -0.059 -1.418 0.254
H -0.061 -0.521 2.403
H -0.588 1.110 1.868
H 2.323 -0.303 1.391
H -0.939 0.252 -2.788
H -1.002 -1.159 -1.942

=====

Most stable to least stable, the ends of the list are ii and i.

=====

i.
9
Properties=species:S:1:pos:R:3 method="wB97M-V/def2-TZVPD" smiles="O=S1#[PH]O1.C=O" homo_energy_ha=-0.352 lumo_energy_ev=-0.5828
C -0.219 1.675 1.190
O 0.840 0.683 -0.710
O 1.009 -2.003 -0.694
O -1.314 1.223 1.259
P -0.659 -2.019 -0.288
S 0.483 -0.543 -1.437
H 0.650 1.317 1.726
H 0.026 2.484 0.372
H -0.816 -2.816 -1.418

=====

ii.
9
Properties=species:S:1:pos:R:3 method="wB97M-V/def2-TZVPD" homo_energy_ha=-0.354 lumo_energy_ev=-0.7826
C -0.151 -0.006 0.021
O -1.021 -1.034 2.389
O -0.530 -3.483 1.584
O -2.806 0.261 0.998
P -1.649 -0.624 0.887
S -1.602 -2.570 1.884
H 0.398 -0.823 -0.436
H -0.483 0.708 -0.727
H 0.476 0.486 0.760

=====

Most stable to least stable, the ends of the list are ii and i.

=====

i.
13
Properties=species:S:1:pos:R:3 method="wB97M-V/def2-TZVPD" smiles="[H]/N=C/N.CS" homo_energy_ha=-0.333 lumo_energy_ev=0.7676
C 2.406 -1.548 -3.783
S 0.640 -2.049 -3.828
H 2.435 -0.521 -3.442
H 2.880 -1.703 -4.745
H 2.890 -2.155 -3.024
N -2.159 2.035 2.563
C -1.547 0.955 3.123
N -0.657 1.034 4.028
H -1.934 2.961 2.887
H -3.104 1.930 2.246
H -1.998 0.001 2.840
H -0.090 0.200 4.100
H 0.238 -1.141 -2.965

=====

ii.
13
Properties=species:S:1:pos:R:3 method="wB97M-V/def2-TZVPD" smiles="N/C=C/N.S" homo_energy_ha=-0.292 lumo_energy_ev=0.7661
C 0.133 1.381 1.062
C -0.267 1.323 -0.213
N 0.395 0.418 -1.130
N -0.375 2.286 1.988
H 0.933 0.716 1.352
H -1.079 1.908 -0.615
H 0.062 0.556 -2.073
H 1.410 0.476 -1.090
H 0.104 -0.923 -0.819
H -1.204 2.766 1.696
H -0.505 1.902 2.904
S 0.103 -2.496 -0.719
H -1.234 -2.564 -0.915

=====

iii.
13
Properties=species:S:1:pos:R:3 method="wB97M-V/def2-TZVPD" homo_energy_ha=-0.309 lumo_energy_ev=-1.6538
C -1.875 0.720 0.298
C 1.667 -1.002 -0.298
N -0.858 0.740 -0.602
N 0.393 -1.178 0.070
S 2.456 0.762 -0.174
H -2.396 -0.237 0.282
H -1.344 0.938 1.334
H -2.767 1.249 0.127
H 1.911 -1.241 -1.301
H 2.472 -1.619 0.347
H -1.214 0.364 -1.441
H 0.196 -0.856 1.041
H 1.358 1.360 0.316

=====

Most stable to least stable, the ends of the list are i and iii.

=====

i.
17
Properties=species:S:1:pos:R:3 method="wB97M-V/def2-TZVPD" smiles="N=C(N)N.NC(N)=O" homo_energy_ha=-0.340 lumo_energy_ev=0.4883
N 2.069 -1.052 -0.869
C 0.995 -0.802 -1.702
N 0.508 0.489 -1.629
O 0.500 -1.632 -2.435
H 2.321 -2.028 -0.877
H 2.016 -0.651 0.056
H 1.138 1.209 -1.322
H -0.116 0.699 -2.397
N -1.552 1.529 1.256
C -0.973 0.288 1.478
N -1.499 -0.725 0.685
N -0.110 -0.008 2.371
H -0.985 2.304 1.567
H -1.902 1.677 0.320
H -1.531 -0.509 -0.301
H -1.001 -1.587 0.850
H 0.122 0.799 2.947

=====

ii.
17
Properties=species:S:1:pos:R:3 method="wB97M-V/def2-TZVPD" smiles="N=C(N)N.CNN=O" homo_energy_ha=-0.314 lumo_energy_ev=0.2594
C 1.761 0.545 1.622
N 1.656 0.496 0.180
N 0.711 1.468 -0.521
O -0.179 1.879 0.149
H 2.520 0.419 -0.338
H 1.851 -0.459 2.037
H 0.833 0.999 1.995
H 2.598 1.164 1.950
C -1.434 -0.778 -0.564
N -0.188 -0.862 -1.139
N -2.499 -0.682 -1.448
N -1.671 -0.751 0.694
H -2.325 -0.131 -2.275
H 0.755 -0.797 -0.492
H -0.177 -1.093 -2.123
H -3.355 -0.425 -0.977
H -0.857 -0.994 1.249

=====

Most stable to least stable, the ends of the list are i and ii.

=====

i.
13
Properties=species:S:1:pos:R:3 method="wB97M-V/def2-TZVPD" homo_energy_ha=-0.359 lumo_energy_ev=0.1723
C -4.737 0.903 0.425
N 0.787 1.535 -0.487
O -1.019 -0.025 0.349
O 0.604 1.164 1.951
F -3.613 1.414 -0.019
F -2.765 -1.785 0.539
F -5.133 0.073 -0.525
Si -1.172 -1.629 0.403
S -0.279 1.332 0.851
H 0.224 1.722 -1.266
H 1.534 2.088 -0.185
H -0.884 -2.110 -0.937
H -0.645 -2.165 1.635

=====

ii.
13
Properties=species:S:1:pos:R:3 method="wB97M-V/def2-TZVPD" homo_energy_ha="-0.379 / -0.378" lumo_energy_ev="-2.4512 / -2.4283"
C -1.401 -1.493 -0.261
N 1.267 0.410 -0.531
O -1.868 1.190 0.212
O -1.574 0.465 -2.095
F -1.077 -1.854 0.957
F -0.611 -2.143 -1.005
F -2.647 -1.851 -0.484
Si 1.742 1.115 0.976
S -1.123 0.411 -0.720
H 1.686 -0.288 -1.137
H 1.377 0.635 2.387
H 0.931 2.456 1.047
H 3.298 0.948 0.653

=====

Most stable to least stable, the ends of the list are i and ii.

=====

i.
12
Properties=species:S:1:pos:R:3 method="wB97M-V/def2-TZVPD" smiles="N/N=C1/NSCS1" homo_energy_ha=-0.301 lumo_energy_ev=0.4939
C -0.334 -0.408 0.148
C 1.870 1.029 0.180
H -3.377 -0.560 -0.446
H -2.372 0.611 -0.934
H 0.574 -2.184 0.335
H 2.416 1.771 -0.472
H 2.184 1.190 1.229
N -2.549 -0.010 -0.154
N -1.487 -0.904 0.014
N 0.777 -1.195 0.473
S 2.215 -0.653 -0.366
S 0.082 1.314 -0.006

=====

ii.
12
Properties=species:S:1:pos:R:3 method="wB97M-V/def2-TZVPD" homo_energy_ha=-0.315 lumo_energy_ev=-0.8213
C -1.602 -0.088 0.256
C -0.449 0.684 0.281
N -2.736 0.247 0.678
N 2.502 -0.393 -0.064
N 0.556 -1.855 -0.497
S -1.207 -1.886 -0.408
S 1.251 -0.876 0.736
H 0.074 0.942 -0.606
H -0.630 1.642 0.866
H -3.456 -0.480 0.880
H 2.831 0.437 0.290
H 0.827 -1.585 -1.398

=====

Most stable to least stable, the ends of the list are i and ii.